P:
The ion C4H11NO2 with charge +1, computed with the ωB97M-V functional and the def2-TZVPD basis.

Last column: Mulliken charge in e.
Cartesian coordinates (Å):
1 O -0.765 1.111 1.383  -0.489
2 O 0.221 -0.458 -2.781  -0.407
3 N -0.811 -0.653 -0.691  -0.014
4 C -0.492 0.235 -1.824  -0.251
5 C 0.105 -0.892 0.407  -0.538
6 C 0.474 0.428 1.083  0.380
7 C 1.231 0.314 2.409  -1.403
8 H -1.495 0.685 0.962  0.342
9 H 1.101 1.248 2.947  0.380
10 H -1.430 0.523 -2.298  0.358
11 H 2.268 0.091 2.210  0.386
12 H -1.348 -1.463 -1.025  0.308
13 H -0.039 1.137 -1.422  0.289
14 H -0.473 -1.425 1.178  0.398
15 H 0.934 -0.962 -2.362  0.347
16 H 0.803 -0.489 3.007  0.330
17 H 0.886 -1.584 0.113  0.349
18 H 1.055 1.100 0.453  0.233

Properties
HOMO (alpha / beta), eV: -15.03 / -14.91
Net charge: +1
Lowest unoccupied orbital energy (alpha / beta), Ha: -0.12990 / -0.32205
Multiplicity: 2
Orbital gap (alpha / beta), eV: 11.49 / 6.15

---

Q:
The ion C4H11NO2 with charge +1, computed with the ωB97M-V functional and the def2-TZVPD basis.

Last column: Mulliken charge in e.
Cartesian coordinates (Å):
1 O -1.803 1.854 0.209  -0.524
2 O 1.765 -0.173 -0.446  -0.572
3 N -0.507 0.583 -1.791  -0.146
4 C -0.610 1.173 0.494  -0.745
5 C -0.561 -0.027 -0.480  0.118
6 C 0.555 -1.693 1.052  -1.557
7 C 0.615 -0.981 -0.284  0.191
8 H -1.553 -0.491 -0.413  0.397
9 H 0.566 -1.671 -1.125  0.355
10 H 0.420 0.557 -2.237  0.357
11 H 1.126 -2.620 1.001  0.394
12 H 0.267 1.799 0.362  0.448
13 H -1.813 2.733 0.634  0.349
14 H 2.440 -0.432 0.189  0.339
15 H 1.037 -1.056 1.801  0.484
16 H -0.637 0.811 1.525  0.396
17 H -0.467 -1.921 1.335  0.381
18 H -0.841 1.554 -1.825  0.336

Properties
HOMO (alpha / beta), eV: -15.17 / -15.15
Net charge: +1
Lowest unoccupied orbital energy (alpha / beta), Ha: -0.10910 / -0.30829
Multiplicity: 2
Orbital gap (alpha / beta), eV: 12.20 / 6.76

---

Result of the stability comparison: Q is the most stable of them.

---

P:
A cluster of 2 separate species, C3H10NS in total, computed with the ωB97M-V functional and the def2-TZVPD basis.

Last column: Mulliken charge in e.
Cartesian coordinates (Å):
1 S -2.057 -0.030 -0.547  -0.694
2 N 0.796 -1.907 -0.149  -0.527
3 C -1.793 1.251 0.710  -0.445
4 C 1.605 -1.282 -1.180  -0.622
5 C -0.302 1.593 0.978  -0.921
6 H -2.239 0.913 1.640  0.199
7 H 1.607 -1.803 -2.148  0.259
8 H 1.219 -0.283 -1.389  0.196
9 H 0.175 0.838 1.605  0.262
10 H 2.656 -1.190 -0.891  0.246
11 H 0.229 1.621 0.027  0.149
12 H -0.226 2.552 1.507  0.379
13 H -0.167 -1.557 -0.255  0.115
14 H -2.265 2.193 0.414  0.206
15 H 0.762 -2.909 -0.322  0.198

Properties
HOMO, eV: -2.41
Net charge: -1
Lowest unoccupied orbital energy, Ha: 0.15408
Multiplicity: 1
Orbital gap, eV: 6.61

---

Q:
A cluster of 2 separate species, C3H10NS in total, computed with the ωB97M-V functional and the def2-TZVPD basis.

Last column: Mulliken charge in e.
Cartesian coordinates (Å):
1 S -3.002 -0.169 -2.066  -0.798
2 N 2.196 -0.780 0.587  -0.457
3 C 1.251 -1.894 0.699  -0.793
4 C 1.701 0.356 1.421  -0.809
5 C -3.137 1.648 -1.868  -0.689
6 H 2.418 1.213 1.232  0.262
7 H -3.253 1.841 -0.813  0.150
8 H 0.717 0.637 1.053  0.320
9 H 1.381 -2.232 1.731  0.294
10 H -4.011 2.029 -2.419  0.198
11 H 0.196 -1.706 0.504  0.311
12 H -2.247 2.087 -2.338  0.145
13 H 1.671 -2.737 0.150  0.316
14 H 2.302 -0.351 -0.325  0.252
15 H 1.818 0.057 2.453  0.298

Properties
HOMO, eV: -2.02
Net charge: -1
Lowest unoccupied orbital energy, Ha: 0.13330
Multiplicity: 1
Orbital gap, eV: 5.65

---

Result of the stability comparison: P is the most stable of them.

---

P:
The ion C3H7OS2 with charge -1, computed with the ωB97M-V functional and the def2-TZVPD basis.

Last column: Mulliken charge in e.
Cartesian coordinates (Å):
1 S 0.617 0.584 -2.813  -0.199
2 S -0.746 -0.622 -1.757  -0.197
3 O 1.435 1.065 0.888  -0.859
4 C -0.901 0.422 -0.302  -0.436
5 C 0.978 -0.055 1.438  -0.252
6 C -0.390 -0.587 0.842  -0.605
7 H 1.541 -1.062 1.600  0.137
8 H -0.305 -1.645 0.409  0.351
9 H -0.029 1.132 -0.137  0.270
10 H 0.758 0.106 2.532  0.148
11 H -1.250 -0.605 1.590  0.220
12 H 0.163 0.166 -3.991  0.094
13 H -1.871 1.100 -0.300  0.329

Properties
HOMO, eV: -2.86
Net charge: -1
Lowest unoccupied orbital energy, Ha: 0.11969
Multiplicity: 1
Orbital gap, eV: 6.12
SMILES: [O-]CCCSS

---

Q:
The ion C3H7OS2 with charge -1, computed with the ωB97M-V functional and the def2-TZVPD basis.

Last column: Mulliken charge in e.
Cartesian coordinates (Å):
1 S -1.954 0.936 -1.618  -0.466
2 S -0.951 1.058 0.275  -0.006
3 O 2.139 -2.186 0.159  -0.799
4 C 0.280 -0.277 0.245  -0.539
5 C 1.249 -0.260 1.405  -0.622
6 C 2.458 -1.338 1.093  -0.384
7 H -0.322 -1.209 0.220  0.346
8 H 3.443 -0.833 0.986  0.179
9 H 1.791 0.668 1.582  0.371
10 H 2.669 -1.742 2.158  0.146
11 H 0.661 -0.653 2.247  0.275
12 H 0.826 -0.212 -0.705  0.396
13 H -2.693 0.639 -2.713  0.105

Properties
HOMO, eV: -3.02
Net charge: -1
Lowest unoccupied orbital energy, Ha: 0.05978
Multiplicity: 1
Orbital gap, eV: 4.64
SMILES: [O-]CCCSS

---

Result of the stability comparison: P is the most stable of them.

---

P:
An isolated molecule of C11H20N2O5, computed with the ωB97M-V functional and the def2-TZVPD basis.

Last column: Mulliken charge in e.
Cartesian coordinates (Å):
1 O 3.980 2.232 -0.811  -0.479
2 O -0.090 -0.017 1.868  -0.476
3 O -1.915 -2.235 0.227  -0.575
4 O 1.801 -1.057 2.447  -0.434
5 O 4.465 0.228 -1.514  -0.525
6 N 0.021 -1.210 -0.657  -0.065
7 N -3.097 -1.229 -2.324  -0.802
8 C 0.797 -0.838 1.609  0.254
9 C 1.013 -1.562 0.273  0.152
10 C 2.573 0.406 -0.103  -0.349
11 C -2.988 3.023 0.189  -1.792
12 C 2.438 -1.145 -0.101  -1.562
13 C -1.384 -1.445 -0.467  0.027
14 C -3.141 0.598 -0.636  -1.315
15 C -2.230 -0.431 -1.418  0.811
16 C -2.563 1.010 1.754  -1.578
17 C -2.485 1.603 0.307  1.763
18 C 3.756 0.944 -0.903  0.480
19 H -1.398 1.667 0.026  -0.429
20 H 1.510 -0.443 3.106  0.397
21 H -3.641 1.066 2.121  0.383
22 H 2.680 -1.569 -1.106  0.400
23 H -3.816 -0.509 -2.701  0.293
24 H -2.541 3.751 0.823  0.417
25 H 3.404 2.624 -0.185  0.367
26 H 3.238 -1.422 0.442  0.673
27 H -3.696 -1.910 -1.929  0.264
28 H -1.457 0.065 -2.167  0.036
29 H -2.265 -0.055 1.728  0.320
30 H -4.122 3.224 0.292  0.292
31 H 2.607 0.559 0.988  0.512
32 H -3.842 1.042 -1.376  0.526
33 H 1.730 1.118 -0.462  0.140
34 H 0.365 -0.426 -1.333  0.371
35 H -1.863 1.548 2.391  0.394
36 H -3.844 -0.089 -0.110  0.227
37 H -2.850 3.229 -0.835  0.472
38 H 0.695 -2.582 0.398  0.411

Properties
HOMO, eV: -9.39
Net charge: 0
Lowest unoccupied orbital energy, Ha: 0.00437
Multiplicity: 1
Orbital gap, eV: 9.51
SMILES: CC(C)C[C@H](N)C(=O)N[C@@H](CCC(=O)O)C(=O)O

---

Q:
An isolated molecule of C11H20N2O5, computed with the ωB97M-V functional and the def2-TZVPD basis.

Last column: Mulliken charge in e.
Cartesian coordinates (Å):
1 O 1.860 0.647 0.912  -0.670
2 O -2.038 1.664 -0.475  -0.440
3 O 0.418 -3.327 -2.191  -0.407
4 O -2.985 2.690 1.345  -0.594
5 O 1.630 -1.684 -3.124  -0.631
6 N 0.212 2.086 -1.936  -0.706
7 N 0.790 -0.068 -1.036  0.024
8 C 1.242 -1.867 1.842  -1.783
9 C -2.092 -2.537 1.168  -1.289
10 C 1.305 0.890 -0.179  -0.163
11 C 1.272 -1.516 -0.816  -0.140
12 C -1.942 2.389 0.764  0.515
13 C -1.016 -1.730 0.332  -0.252
14 C 0.686 3.270 0.467  -0.938
15 C -0.601 2.768 1.304  -0.358
16 C 1.041 2.386 -0.818  -0.066
17 C 0.544 -2.181 0.470  0.262
18 C 1.022 -2.152 -2.145  0.020
19 H -0.826 3.477 2.104  0.374
20 H 0.927 0.299 -2.041  0.414
21 H -1.269 -1.492 -0.766  0.372
22 H 1.766 -2.726 2.232  0.429
23 H -0.708 1.920 -1.570  0.338
24 H 0.231 2.975 -2.438  0.289
25 H 2.308 -1.644 -0.629  0.474
26 H 0.469 -1.759 2.576  0.391
27 H 1.904 -1.020 1.984  0.381
28 H -2.942 1.813 -0.768  0.280
29 H -0.254 1.795 1.658  0.170
30 H 0.495 -3.197 0.352  1.001
31 H 1.925 2.694 -1.333  0.775
32 H -1.918 -2.137 2.194  0.301
33 H -1.885 -3.723 1.053  0.244
34 H -3.081 -2.326 0.812  0.405
35 H -1.091 -0.676 0.770  -0.175
36 H 1.613 3.400 1.048  0.404
37 H 0.468 4.305 -0.009  0.370
38 H 0.520 -3.710 -3.113  0.380

Properties
HOMO, eV: -9.14
Net charge: 0
Lowest unoccupied orbital energy, Ha: 0.01779
Multiplicity: 1
Orbital gap, eV: 9.62
SMILES: CC[C@H](C)[C@H](NC(=O)[C@@H](N)CCC(=O)O)C(=O)O

---

Result of the stability comparison: P is the most stable of them.

---

P:
A cluster of 3 separate species, H7O3 in total, computed with the ωB97M-V functional and the def2-TZVPD basis.

Last column: Mulliken charge in e.
Cartesian coordinates (Å):
1 O -1.602 1.362 -0.299  -0.658
2 O 1.454 -0.985 1.037  -0.615
3 O 0.253 -0.258 -0.991  -0.463
4 H -2.377 1.207 0.256  0.338
5 H -0.053 -1.084 -1.413  0.451
6 H 2.258 -0.463 1.173  0.351
7 H -0.601 0.195 -0.700  0.466
8 H -1.621 2.264 -0.655  0.327
9 H 0.742 -0.524 -0.073  0.454
10 H 1.547 -1.714 1.665  0.349

Properties
HOMO, eV: -17.07
Net charge: +1
Lowest unoccupied orbital energy, Ha: -0.13359
Multiplicity: 1
Orbital gap, eV: 13.43

---

Q:
A cluster of 3 separate species, H7O3 in total, computed with the ωB97M-V functional and the def2-TZVPD basis.

Last column: Mulliken charge in e.
Cartesian coordinates (Å):
1 O 0.008 0.286 0.405  -0.378
2 O 0.907 -1.797 1.373  -0.629
3 O -1.015 1.589 -1.711  -0.719
4 H 1.036 -2.377 0.610  0.348
5 H -1.096 0.906 -2.400  0.373
6 H 0.141 0.960 1.084  0.401
7 H -0.573 0.682 -0.307  0.436
8 H -0.321 2.063 -2.199  0.370
9 H 1.223 -2.304 2.123  0.341
10 H 0.553 -0.549 0.709  0.457

Properties
HOMO, eV: -17.08
Net charge: +1
Lowest unoccupied orbital energy, Ha: -0.13714
Multiplicity: 1
Orbital gap, eV: 13.35

---

Result of the stability comparison: P is the most stable of them.

---

P:
The ion C4H11NOP with charge +1, computed with the ωB97M-V functional and the def2-TZVPD basis.

Last column: Mulliken charge in e.
Cartesian coordinates (Å):
1 P -0.416 -2.255 1.161  -0.011
2 O -2.066 0.151 1.073  -0.539
3 N 0.138 0.325 0.263  0.165
4 C 0.075 1.417 -0.759  -0.541
5 C -0.902 -0.698 0.229  -0.349
6 C 1.402 0.950 -1.363  -0.330
7 C 1.512 -0.039 -0.198  -0.586
8 H -0.804 1.347 -1.398  0.235
9 H -1.292 -0.867 -0.774  0.493
10 H -0.565 -1.658 2.411  0.100
11 H 0.100 2.402 -0.297  0.316
12 H 2.266 0.213 0.547  0.308
13 H 1.300 0.473 -2.332  0.276
14 H 1.603 -1.092 -0.462  0.350
15 H 0.087 0.689 1.221  0.412
16 H -2.911 -0.287 0.937  0.318
17 H 2.184 1.698 -1.420  0.283
18 H -1.709 -2.771 1.159  0.100

Properties
HOMO, eV: -14.02
Net charge: +1
Lowest unoccupied orbital energy, Ha: -0.11284
Multiplicity: 1
Orbital gap, eV: 10.95
SMILES: O[C@H](P)[NH+]1CCC1

---

Q:
A structure of composition C4H11NOP, computed with the ωB97M-V functional and the def2-TZVPD basis.

Last column: Mulliken charge in e.
Cartesian coordinates (Å):
1 P 0.735 -1.373 -2.369  0.056
2 O -1.952 -0.162 -1.481  -0.456
3 N -0.334 -0.266 0.295  0.210
4 C 1.066 -0.101 0.618  -0.713
5 C -0.791 0.674 1.353  -0.535
6 C -0.705 0.057 -1.163  -0.462
7 C 0.671 0.492 2.014  -0.472
8 H -0.631 -1.162 0.541  0.382
9 H 0.744 -0.267 2.770  0.297
10 H -0.276 1.015 -1.595  0.483
11 H 1.847 -0.333 -2.215  0.070
12 H -2.408 -1.011 -1.190  0.365
13 H -0.832 1.780 1.091  0.285
14 H -1.645 0.432 2.055  0.316
15 H 0.115 -0.650 -3.534  0.122
16 H 1.603 0.493 -0.119  0.413
17 H 1.640 -1.017 0.703  0.341
18 H 1.153 1.399 2.226  0.299

Properties
HOMO, eV: -13.13
Net charge: +1
Lowest unoccupied orbital energy, Ha: -0.13353
Multiplicity: 1
Orbital gap, eV: 9.50

---

Result of the stability comparison: P is the most stable of them.